P | Formula: C2H3NOS
Source: the OMol25 dataset
Level of theory: wB97M-V/def2-TZVPD

Structure (ORCA input):
```
! RIJCOSX wB97M-V def2-TZVPD def2/J DEFGRID3
* xyz 0 1
C -0.445 1.202 0.031
N 0.667 0.647 0.063
C 0.625 -0.764 0.016
O -0.681 -1.301 0.033
S -1.784 0.051 -0.013
H -0.742 2.193 0.033
H 1.226 -0.902 -0.984
H 1.134 -1.126 0.821
*
```

Properties
- LUMO level: 0.4 eV
- HOMO: -8.65 eV
- Gap between HOMO and LUMO: 9.02 eV
- SMILES string: C1=NCOS1

How is the electron density shared among the atoms? According to Löwdin, the charges in e are: C -0.450; N -0.013; C -0.342; O -0.437; S 0.944; H 0.054; H 0.159; H 0.086

Q | Formula: C2H3NOS
Source: the OMol25 dataset
Level of theory: wB97M-V/def2-TZVPD

Structure (ORCA input):
```
! RIJCOSX wB97M-V def2-TZVPD def2/J DEFGRID3
* xyz 0 1
C 0.393 2.017 -0.375
C -0.255 -1.090 0.318
N -0.496 -0.404 -0.985
O 0.765 2.624 0.561
S 0.331 0.779 -1.411
H 0.473 -1.928 0.070
H 0.012 -0.425 1.165
H -1.225 -1.573 0.656
*
```

Properties
- LUMO level (alpha / beta): -0.7 / -0.7 eV
- HOMO (alpha / beta): -8.42 / -8.42 eV
- Gap between HOMO and LUMO (alpha / beta): 7.73 / 7.73 eV

How is the electron density shared among the atoms? According to Löwdin, the charges in e are: C -0.480; C -0.209; N -0.527; O 0.105; S 0.893; H 0.083; H 0.060; H 0.075

R | Formula: C2H3NOS
Source: the OMol25 dataset
Level of theory: wB97M-V/def2-TZVPD

Structure (ORCA input):
```
! RIJCOSX wB97M-V def2-TZVPD def2/J DEFGRID3
* xyz 0 1
C -0.643 -0.615 0.726
N 0.381 -0.276 0.048
S 2.037 -0.844 0.135
C 0.150 0.871 -0.811
O -0.948 1.222 -1.084
H -0.426 -1.129 1.639
H -1.708 -0.419 0.407
H 1.156 1.190 -1.060
*
```

Properties
- LUMO level (alpha / beta): -1.1 / -1.1 eV
- HOMO (alpha / beta): -8.54 / -8.54 eV
- Gap between HOMO and LUMO (alpha / beta): 7.40 / 7.40 eV
- SMILES string: C=[N+]([S-])C=O

How is the electron density shared among the atoms? According to Löwdin, the charges in e are: C 0.019; N -0.591; S 0.471; C -0.309; O 0.110; H 0.084; H 0.130; H 0.088

Most stable = P

P | Formula: C5H8N3
Source: the OMol25 dataset
Level of theory: wB97M-V/def2-TZVPD

Structure (ORCA input):
```
! RIJCOSX wB97M-V def2-TZVPD def2/J DEFGRID3
* xyz 1 1
C 3.907 -0.396 -0.053
N 2.656 -0.594 0.013
C 1.541 -0.071 0.123
N 0.358 0.004 0.177
C -0.821 0.652 0.143
C -0.905 1.966 -0.094
C -2.133 -0.261 0.268
N -2.339 -1.628 -0.235
H 4.542 -1.255 -0.210
H 4.361 0.583 0.035
H -1.856 2.463 -0.188
H -0.019 2.574 -0.212
H -2.915 0.343 -0.200
H -2.340 -0.295 1.342
H -1.871 -2.341 0.314
H -2.166 -1.744 -1.223
*
```

Properties
- LUMO level: -6.2 eV
- HOMO: -12.91 eV
- Gap between HOMO and LUMO: 6.68 eV
- SMILES string: C=NC#[N+]C(=C)CN

How is the electron density shared among the atoms? According to Löwdin, the charges in e are: C 0.174; N 0.134; C -0.026; N 0.248; C -0.279; C 0.152; C -0.194; N 0.016; H 0.113; H 0.118; H 0.088; H 0.084; H 0.110; H 0.119; H 0.070; H 0.072

Q | Formula: C5H8N3
Source: the OMol25 dataset
Level of theory: wB97M-V/def2-TZVPD

Structure (ORCA input):
```
! RIJCOSX wB97M-V def2-TZVPD def2/J DEFGRID3
* xyz 1 1
C -0.571 -1.589 0.365
C 0.654 -1.142 0.281
C -0.974 1.329 -0.213
C -1.909 0.333 -0.063
C 2.476 0.415 -0.091
N 0.332 1.198 -0.193
N 1.049 0.158 -0.024
N -3.192 0.227 -0.137
H -1.127 -2.463 0.593
H 1.493 -1.816 0.448
H -1.290 2.362 -0.359
H 2.679 1.100 -0.913
H 2.820 0.888 0.830
H 3.028 -0.509 -0.243
H -3.674 -0.644 0.044
H -3.772 1.023 -0.398
*
```

Properties
- LUMO level: -4.9 eV
- HOMO: -13.42 eV
- Gap between HOMO and LUMO: 8.51 eV

How is the electron density shared among the atoms? According to Löwdin, the charges in e are: C 0.233; C -0.124; C -0.120; C -0.042; C 0.006; N 0.121; N -0.172; N 0.174; H 0.063; H 0.137; H 0.124; H 0.105; H 0.108; H 0.095; H 0.139; H 0.150

R | Formula: C5H8N3
Source: the OMol25 dataset
Level of theory: wB97M-V/def2-TZVPD

Structure (ORCA input):
```
! RIJCOSX wB97M-V def2-TZVPD def2/J DEFGRID3
* xyz 1 1
C 0.210 1.675 -0.376
C 0.477 0.154 -0.426
C 1.558 -0.449 -0.056
C 2.655 0.269 0.379
N 3.591 0.784 0.788
N -0.655 -0.648 -0.870
C -1.664 -1.158 -0.190
N -1.606 -1.190 1.124
H -0.664 1.902 -0.939
H 0.940 2.251 -0.820
H 0.124 2.154 0.684
H 1.525 -1.529 0.037
H -0.794 -0.325 -1.789
H -2.522 -1.581 -0.765
H -0.990 -0.585 1.552
H -2.185 -1.723 1.667
*
```

Properties
- LUMO level: -4.3 eV
- HOMO: -14.50 eV
- Gap between HOMO and LUMO: 10.17 eV
- SMILES string: C/C(=C\C#N)NC=[NH2+]

How is the electron density shared among the atoms? According to Löwdin, the charges in e are: C 0.010; C -0.258; C -0.044; C -0.205; N 0.223; N 0.113; C -0.063; N 0.247; H 0.069; H 0.059; H 0.144; H 0.146; H 0.151; H 0.190; H 0.109; H 0.111

Most stable = R

P | Formula: C2HClF2OS
Source: the OMol25 dataset
Level of theory: wB97M-V/def2-TZVPD

Structure (ORCA input):
```
! RIJCOSX wB97M-V def2-TZVPD def2/J DEFGRID3
* xyz 0 1
C -1.060 -1.060 -0.153
C -0.579 0.233 0.202
O -0.788 -1.723 -1.095
F -1.953 -1.506 0.848
F 0.357 2.601 -0.342
S 0.759 1.041 -0.524
Cl 4.432 -0.196 0.095
H -1.167 0.610 0.969
*
```

Properties
- LUMO level (alpha / beta): -2.2 / -4.3 eV
- HOMO (alpha / beta): -11.24 / -9.35 eV
- Gap between HOMO and LUMO (alpha / beta): 9.03 / 5.06 eV

How is the electron density shared among the atoms? According to Löwdin, the charges in e are: C -0.533; C -0.302; O 0.149; F 0.026; F -0.431; S 1.020; Cl 0.010; H 0.061

Q | Formula: C2HClF2OS
Source: the OMol25 dataset
Level of theory: wB97M-V/def2-TZVPD

Structure (ORCA input):
```
! RIJCOSX wB97M-V def2-TZVPD def2/J DEFGRID3
* xyz 0 1
C 1.179 0.800 0.128
C 0.036 -0.129 0.363
O 2.091 0.027 0.710
F 1.518 1.042 -1.244
F -0.319 -2.528 1.548
S 0.921 -1.364 1.024
Cl 1.310 2.340 1.058
H -0.907 -0.373 -0.210
*
```

Properties
- LUMO level (alpha / beta): -2.7 / -2.7 eV
- HOMO (alpha / beta): -10.93 / -10.93 eV
- Gap between HOMO and LUMO (alpha / beta): 8.28 / 8.28 eV

How is the electron density shared among the atoms? According to Löwdin, the charges in e are: C -1.029; C -0.186; O -0.376; F -0.009; F -0.490; S 1.266; Cl 0.699; H 0.125

Most stable = Q

P | Formula: C2H8N3S
Source: the OMol25 dataset
Level of theory: wB97M-V/def2-TZVPD

Structure (ORCA input):
```
! RIJCOSX wB97M-V def2-TZVPD def2/J DEFGRID3
* xyz 1 1
N 0.179 2.283 0.207
N 0.180 1.308 1.213
C -0.281 -0.190 0.672
S -1.787 -0.149 -0.350
C -0.049 -0.570 -0.686
N 0.232 -2.107 -0.910
H -0.193 3.184 0.533
H 1.179 2.514 0.036
H -0.674 1.582 1.769
H -0.141 -0.631 1.575
H 0.490 0.015 -1.404
H -0.457 -2.768 -0.498
H 0.943 -2.285 -0.235
H 0.380 -2.187 -1.921
*
```

Properties
- LUMO level: -3.8 eV
- HOMO: -12.33 eV
- Gap between HOMO and LUMO: 8.54 eV
- SMILES string: NN[C@H]1S[C@@H]1[NH3+]

How is the electron density shared among the atoms? According to Löwdin, the charges in e are: N -0.058; N -0.120; C -0.485; S 0.937; C -0.500; N 0.208; H 0.099; H 0.099; H 0.120; H 0.080; H 0.120; H 0.178; H 0.147; H 0.176

Q | Formula: C2H8N3S
Source: the OMol25 dataset
Level of theory: wB97M-V/def2-TZVPD

Structure (ORCA input):
```
! RIJCOSX wB97M-V def2-TZVPD def2/J DEFGRID3
* xyz 1 1
C 0.590 0.162 1.447
C -1.114 -0.064 -1.759
N 1.457 0.043 0.460
N -1.124 -0.963 -0.564
N 0.879 0.651 2.681
S -1.383 -0.609 0.960
H -0.065 -0.192 -2.153
H -1.827 -0.419 -2.382
H -1.436 0.913 -1.463
H 2.423 0.185 0.713
H 1.075 -0.380 -0.369
H -0.675 -1.850 -0.813
H 1.760 1.217 2.769
H 0.326 0.687 3.479
*
```

Properties
- LUMO level: -3.7 eV
- HOMO: -13.97 eV
- Gap between HOMO and LUMO: 10.29 eV

How is the electron density shared among the atoms? According to Löwdin, the charges in e are: C -0.389; C -0.080; N 0.160; N -0.580; N 0.148; S 0.945; H 0.106; H 0.046; H 0.084; H 0.140; H 0.076; H 0.100; H 0.153; H 0.091

Most stable = Q